Entry 1:
A structure of composition C42H38IrNO3P2 at a distorted geometry, computed with ωB97M-V/def2-TZVPD.

Output
HOMO (alpha / beta) in eV: -12.1 / -13.6
ΔE to the lowest compared entry with this formula, charge and spin in eV: 0.576
Electronic energy in eV: -73201.438

```
! RIJCOSX wB97M-V def2-TZVPD def2/J DEFGRID3
* xyz 2 5
Ir 13.197 11.929 11.857
N 14.156 10.697 10.484
C 14.427 9.400 11.107
C 15.115 9.405 12.571
C 14.377 10.186 13.688
O 14.816 10.423 14.817
O 13.089 10.520 13.378
H 13.492 10.496 9.679
H 15.003 11.127 10.152
H 15.074 8.720 10.443
H 13.447 8.923 11.283
H 16.152 9.848 12.627
H 15.132 8.408 13.021
C 7.844 16.486 9.762
C 8.583 15.914 11.012
C 7.897 16.677 12.253
C 8.336 14.415 11.177
C 7.119 13.816 10.940
C 7.011 12.426 11.067
C 8.110 11.570 11.239
C 9.363 12.188 11.449
P 10.843 11.186 11.708
C 10.244 10.553 13.301
C 9.483 9.404 13.518
C 9.132 9.113 14.846
C 9.486 9.887 15.925
C 10.159 11.091 15.695
C 10.438 11.463 14.368
C 10.783 9.891 10.414
C 11.247 8.597 10.684
C 11.262 7.623 9.713
C 10.869 7.970 8.414
C 10.329 9.233 8.145
C 10.239 10.195 9.141
C 9.416 13.551 11.515
O 10.549 14.093 12.074
C 11.005 15.222 11.385
C 12.352 15.369 11.050
C 12.773 16.634 10.642
C 11.884 17.722 10.638
C 10.518 17.504 10.756
C 10.058 16.189 11.025
P 13.404 13.916 10.916
C 14.777 14.577 11.927
C 15.782 15.300 11.273
C 16.794 15.865 12.027
C 16.898 15.596 13.374
C 15.999 14.703 13.999
C 14.857 14.311 13.295
C 13.981 13.793 9.201
C 13.073 14.157 8.190
C 13.417 13.860 6.860
C 14.558 13.162 6.535
C 15.432 12.823 7.541
C 15.188 13.176 8.858
H 6.760 16.343 9.863
H 8.235 15.961 8.886
H 8.076 17.561 9.599
H 6.917 16.177 12.436
H 7.695 17.707 11.992
H 8.540 16.605 13.124
H 6.207 14.390 10.705
H 6.049 11.969 11.006
H 7.994 10.464 11.195
H 9.222 8.690 12.702
H 8.476 8.244 15.078
H 9.253 9.541 16.949
H 10.477 11.710 16.527
H 10.929 12.395 14.165
H 11.655 8.392 11.709
H 11.741 6.637 9.942
H 10.933 7.232 7.601
H 9.988 9.504 7.121
H 9.754 11.218 8.987
H 13.800 16.732 10.287
H 12.285 18.708 10.446
H 9.791 18.297 10.591
H 15.700 15.543 10.225
H 17.516 16.549 11.636
H 17.701 16.070 13.966
H 16.284 14.326 14.977
H 14.015 13.842 13.859
H 12.136 14.645 8.441
H 12.679 14.068 6.074
H 14.770 12.975 5.455
H 16.414 12.377 7.340
H 15.931 12.941 9.626
*
```

***

Entry 2:
The molecule C19H19NO3S, computed with ωB97M-V/def2-TZVPD.

Output
HOMO in eV: -8.3
ΔE to the lowest compared entry with this formula, charge and spin in eV: 0.000
Electronic energy in eV: -38479.556

```
! RIJCOSX wB97M-V def2-TZVPD def2/J DEFGRID3
* xyz 0 1
O 0.145 -2.325 0.356
C 0.965 -1.533 -0.035
C 1.858 -0.733 0.930
O 1.313 -0.774 2.233
C 0.127 -0.154 2.373
O -0.391 0.477 1.489
C -0.398 -0.301 3.771
C -1.918 -0.129 3.934
C -1.680 0.908 5.040
C -0.194 0.948 4.662
N 1.239 -1.245 -1.333
C 0.565 -1.686 -2.473
C -0.198 -2.848 -2.493
C -0.817 -3.255 -3.661
C -0.682 -2.517 -4.825
C 0.060 -1.350 -4.814
C 0.670 -0.926 -3.646
S 1.630 0.578 -3.668
C 0.840 1.523 -2.371
C -0.500 1.353 -2.058
C -1.058 2.103 -1.039
C -0.293 3.026 -0.348
C 1.040 3.205 -0.678
C 1.613 2.452 -1.687
H 1.938 0.307 0.589
H 2.846 -1.193 0.998
H 0.006 -1.210 4.213
H -2.464 -1.025 4.218
H -2.360 0.297 3.036
H -2.220 1.846 4.936
H -1.851 0.511 6.038
H 0.518 0.827 5.475
H 0.072 1.828 4.080
H 1.910 -0.508 -1.520
H -0.299 -3.421 -1.587
H -1.405 -4.160 -3.660
H -1.159 -2.841 -5.737
H 0.167 -0.753 -5.707
H -1.099 0.635 -2.598
H -2.095 1.958 -0.783
H -0.735 3.602 0.450
H 1.642 3.925 -0.145
H 2.653 2.578 -1.951
*
```

***

Entry 3:
A cluster of 6 separate species, C30H64F2O11P in total at a distorted geometry, computed with ωB97M-V/def2-TZVPD.

Output
HOMO in eV: -3.4
ΔE to the lowest compared entry with this formula, charge and spin in eV: 0.244
Electronic energy in eV: -69393.512

```
! RIJCOSX wB97M-V def2-TZVPD def2/J DEFGRID3
* xyz -1 1
C 4.122 -2.882 1.899
C 4.661 -1.751 1.057
O 4.960 -0.654 1.915
C 5.904 0.276 1.418
C 5.373 1.703 1.472
C 4.863 2.205 0.138
C 3.431 1.720 -0.207
C 2.547 2.866 -0.654
P 0.761 2.550 -1.282
F 1.382 2.141 -2.848
C 0.758 0.670 -0.821
C -0.557 -0.015 -1.110
C -1.703 0.479 -0.267
F -0.885 0.014 -2.479
H 4.460 -2.724 2.909
H 3.049 -2.946 1.859
H 4.512 -3.832 1.566
H 5.560 -2.072 0.546
H 3.918 -1.419 0.341
H 6.827 0.210 1.991
H 6.148 0.055 0.390
H 6.150 2.351 1.858
H 4.575 1.719 2.197
H 4.835 3.287 0.169
H 5.552 1.934 -0.652
H 3.499 0.954 -0.965
H 3.035 1.308 0.707
H 2.504 3.596 0.142
H 3.066 3.353 -1.473
H -0.577 2.433 -1.791
H 0.721 3.974 -1.645
H 0.218 2.887 0.039
H 0.900 0.509 0.237
H 1.476 0.098 -1.389
H -0.406 -1.069 -0.878
H -1.660 0.005 0.702
H -1.607 1.542 -0.101
H -2.658 0.327 -0.747
O 2.165 0.908 -7.028
C 1.463 0.124 -6.449
O 1.542 -1.183 -6.830
C 0.870 -2.223 -6.123
C -0.579 -2.365 -6.544
C 0.475 0.525 -5.384
H 0.971 -2.084 -5.046
H 1.417 -3.130 -6.378
H -1.149 -1.465 -6.321
H -1.046 -3.204 -6.026
H -0.641 -2.539 -7.619
H -0.418 0.916 -5.872
H 0.908 1.305 -4.762
H 0.187 -0.278 -4.713
O -0.047 -4.252 1.525
C 0.165 -4.937 2.487
O 0.815 -4.391 3.539
C 0.990 -5.069 4.781
C 2.180 -6.007 4.756
C -0.220 -6.398 2.532
H 0.069 -5.575 5.076
H 1.164 -4.276 5.506
H 2.052 -6.802 4.022
H 2.324 -6.465 5.735
H 3.083 -5.457 4.491
H 0.527 -6.975 1.987
H -1.180 -6.507 2.036
H -0.332 -6.805 3.532
O -1.988 4.525 -0.663
C -3.138 4.682 -0.379
O -3.929 3.579 -0.262
C -5.260 3.648 0.220
C -6.246 4.032 -0.867
C -3.733 6.062 -0.159
H -5.326 4.312 1.084
H -5.481 2.642 0.577
H -6.038 5.025 -1.263
H -7.267 4.021 -0.481
H -6.177 3.327 -1.696
H -3.977 6.512 -1.121
H -2.936 6.640 0.305
H -4.618 6.079 0.478
O -2.532 -7.167 4.802
C -3.630 -7.223 4.316
O -3.739 -7.121 2.978
C -4.971 -7.282 2.271
C -5.789 -6.007 2.251
C -4.874 -7.334 5.169
H -5.532 -8.130 2.667
H -4.674 -7.546 1.258
H -6.083 -5.698 3.254
H -6.691 -6.145 1.656
H -5.205 -5.196 1.816
H -5.116 -6.344 5.553
H -4.650 -7.988 6.008
H -5.741 -7.737 4.654
O -1.028 7.341 0.397
C 0.079 7.290 -0.075
O 0.369 8.135 -1.085
C 1.662 8.237 -1.691
C 1.882 7.195 -2.767
C 1.077 6.254 0.371
H 2.443 8.220 -0.928
H 1.676 9.233 -2.133
H 1.845 6.184 -2.373
H 2.852 7.344 -3.245
H 1.102 7.267 -3.525
H 0.822 5.315 -0.126
H 0.975 6.125 1.446
H 2.114 6.502 0.159
*
```

***

Entry 4:
The molecule C2H6FN at a distorted geometry, computed with ωB97M-V/def2-TZVPD.

Output
HOMO in eV: -10.3
ΔE to the lowest compared entry with this formula, charge and spin in eV: 2.742
Electronic energy in eV: -6375.916

```
! RIJCOSX wB97M-V def2-TZVPD def2/J DEFGRID3
* xyz 0 1
C 0.696 -0.225 -0.190
C -0.532 0.589 -0.058
N -1.629 -0.556 -0.139
F -2.969 0.148 -0.024
H 0.428 -1.106 -0.751
H 1.538 0.176 -0.652
H 1.153 -0.604 0.797
H -0.776 1.171 0.854
H -0.834 1.324 -0.773
H -1.500 -1.029 0.673
*
```

***

Entry 5:
A structure of composition C41H39FeN5O5S3Sb at a distorted geometry, computed with ωB97M-V/def2-TZVPD.

Output
HOMO (alpha / beta) in eV: -4.6 / -4.8
ΔE to the lowest compared entry with this formula, charge and spin in eV: 1.640
Electronic energy in eV: -134269.276

```
! RIJCOSX wB97M-V def2-TZVPD def2/J DEFGRID3
* xyz -1 1
Fe 0.060 -3.256 -0.064
N 0.650 -5.911 3.318
C 0.291 -5.116 2.267
S 1.025 -5.351 0.753
N -0.694 -4.260 2.572
N -1.046 -3.506 1.518
C -2.099 -2.736 1.622
C -2.938 -2.630 2.836
C -4.275 -3.010 2.808
C -5.072 -2.878 3.938
C -4.534 -2.364 5.108
C -3.197 -1.988 5.145
C -2.403 -2.121 4.018
C -2.394 -2.007 0.385
C -3.557 -1.100 0.249
C -3.855 -0.539 -0.922
C -3.060 -0.811 -2.161
C -1.738 -1.543 -1.840
N -1.565 -2.208 -0.582
H 1.537 -6.378 3.241
H 0.354 -5.604 4.229
H -4.691 -3.420 1.895
H -6.111 -3.181 3.903
H -5.152 -2.261 5.990
H -2.771 -1.588 6.056
H -1.359 -1.835 4.041
H -4.159 -0.910 1.128
H -4.720 0.112 -1.002
H -3.688 -1.280 -2.923
H -1.455 -2.230 -2.635
C -3.258 0.974 -4.918
C -2.050 0.515 -4.159
C -0.871 0.290 -4.747
C 0.340 -0.113 -4.012
C 0.302 -0.312 -2.696
C -0.979 -0.208 -1.949
C -2.207 0.400 -2.669
S 1.608 -1.082 -1.772
O 2.814 -0.905 -2.550
O 1.541 -0.400 -0.471
N 1.185 -2.564 -1.569
C 1.191 -3.418 -2.760
C -0.088 -4.274 -2.781
O -0.469 -4.706 -3.870
O -0.649 -4.461 -1.655
H -3.101 0.917 -5.994
H -3.498 2.010 -4.658
H -4.136 0.374 -4.667
H -0.788 0.405 -5.822
H 1.261 -0.280 -4.557
H -0.834 0.217 -0.956
H -2.542 1.362 -2.272
H 2.049 -4.097 -2.729
H 1.257 -2.851 -3.690
S 1.227 0.570 2.678
Sb 1.752 1.967 0.983
C 0.056 2.736 -0.008
C 0.137 3.618 -1.081
C -1.011 4.239 -1.554
C -2.237 3.984 -0.955
C -2.320 3.093 0.107
C -1.175 2.466 0.579
C 3.398 1.953 -0.330
C 3.221 2.015 -1.703
C 4.327 2.081 -2.538
C 5.605 2.058 -2.004
C 5.782 1.964 -0.631
C 4.680 1.916 0.208
C 2.229 3.781 2.036
C 3.250 3.769 2.986
C 3.548 4.903 3.726
C 2.818 6.068 3.537
C 1.789 6.088 2.610
C 1.496 4.951 1.867
H 1.093 3.852 -1.534
H -0.946 4.925 -2.389
H -3.130 4.472 -1.323
H -3.276 2.885 0.570
H -1.231 1.772 1.410
H 2.231 1.971 -2.140
H 4.184 2.110 -3.610
H 6.466 2.088 -2.660
H 6.779 1.921 -0.211
H 4.831 1.842 1.278
H 3.805 2.859 3.180
H 4.344 4.874 4.459
H 3.045 6.953 4.118
H 1.206 6.990 2.464
H 0.689 4.990 1.146
C 2.971 -2.593 1.207
O 1.578 -2.533 1.479
H 3.524 -2.070 1.992
H 3.226 -2.164 0.241
H 3.242 -3.648 1.212
H 1.341 -1.599 1.629
*
```

***

Entry 6:
The molecule C5H14N2O at a distorted geometry, computed with ωB97M-V/def2-TZVPD.

Output
HOMO in eV: -8.5
ΔE to the lowest compared entry with this formula, charge and spin in eV: 1.849
Electronic energy in eV: -10439.179

```
! RIJCOSX wB97M-V def2-TZVPD def2/J DEFGRID3
* xyz 0 1
C -1.190 1.849 0.569
C -0.932 0.357 0.390
C -1.022 -0.018 -1.105
C -1.199 -1.499 -1.383
O 0.062 -2.126 -1.725
N 0.305 -0.097 1.005
C 1.560 0.516 0.625
N 2.407 0.911 1.741
H -0.934 2.177 1.572
H -0.603 2.445 -0.128
H -2.238 2.055 0.344
H -1.743 -0.181 0.884
H -1.808 0.548 -1.599
H -0.110 0.330 -1.604
H -1.906 -1.677 -2.195
H -1.557 -2.043 -0.519
H 0.079 -2.405 -2.642
H 0.304 -1.106 1.038
H 2.158 -0.124 -0.030
H 1.293 1.414 0.069
H 2.006 1.730 2.191
H 2.376 0.197 2.463
*
```

***

Entry 7:
A structure of composition C18H22N5SbTc at a distorted geometry, computed with ωB97M-V/def2-TZVPD.

Output
HOMO (alpha / beta) in eV: -21.8 / -21.9
ΔE to the lowest compared entry with this formula, charge and spin in eV: 0.000
Electronic energy in eV: -35163.296

```
! RIJCOSX wB97M-V def2-TZVPD def2/J DEFGRID3
* xyz 4 4
Tc -0.425 0.138 0.106
C -1.103 1.659 -2.399
C -0.697 2.642 -1.342
C -0.836 4.011 -1.509
C -0.338 4.871 -0.544
C 0.365 4.341 0.547
C 0.460 2.973 0.674
N -0.120 2.145 -0.224
Sb 1.856 2.158 2.158
C 0.447 0.687 2.971
C 0.382 0.517 4.335
C -0.340 -0.574 4.845
C -0.882 -1.494 3.965
C -0.765 -1.287 2.597
C -1.211 -2.295 1.587
N -0.177 -0.165 2.128
C 2.553 0.610 0.650
C 3.977 0.461 0.550
C 4.508 -0.453 -0.354
C 3.633 -1.198 -1.116
C 2.213 -1.018 -0.990
C 1.281 -1.817 -1.816
N 1.706 -0.115 -0.100
H -0.473 1.811 -3.281
H -2.131 1.797 -2.737
H -0.953 0.604 -2.089
H -1.314 4.394 -2.403
H -0.447 5.944 -0.653
H 0.833 4.997 1.270
H 0.891 1.201 5.001
H -0.421 -0.719 5.916
H -1.375 -2.389 4.326
H -0.819 -3.282 1.844
H -0.844 -2.060 0.562
H -2.294 -2.379 1.557
H 4.634 1.058 1.172
H 5.582 -0.570 -0.446
H 4.010 -1.927 -1.826
H 1.823 -2.462 -2.508
H 0.635 -1.176 -2.428
H 0.668 -2.478 -1.189
N -3.556 -0.287 0.836
N -2.744 0.356 -0.140
H -3.853 0.344 1.567
H -4.345 -0.780 0.435
H -2.979 1.349 -0.198
H -2.978 -0.038 -1.049
*
```

***

Entry 8:
A structure of composition C30H37BF2N5O5PV, computed with ωB97M-V/def2-TZVPD.

Output
HOMO (alpha / beta) in eV: -0.8 / -1.7
ΔE to the lowest compared entry with this formula, charge and spin in eV: 0.000
Electronic energy in eV: -90490.300

```
! RIJCOSX wB97M-V def2-TZVPD def2/J DEFGRID3
* xyz -2 4
V 0.191 -0.466 -1.231
O -1.602 0.320 -1.473
C -2.283 0.513 -2.567
C -1.794 0.497 -3.892
C -2.698 0.770 -4.943
C -2.272 0.764 -6.252
C -0.958 0.478 -6.615
C -0.060 0.208 -5.591
C -0.437 0.226 -4.258
O 0.501 -0.048 -3.330
N -3.243 1.073 -7.301
O -2.855 1.120 -8.456
O -4.403 1.286 -6.985
H -3.350 0.711 -2.439
H -3.732 0.988 -4.717
H -0.662 0.456 -7.652
H 0.970 -0.045 -5.808
N -0.954 -2.594 -1.939
C -0.663 -3.364 -2.755
C -0.359 -4.344 -3.713
C -0.008 -3.992 -5.038
N 0.277 -3.737 -6.130
C -0.440 -5.707 -3.349
N -0.516 -6.826 -3.058
C 0.444 -3.392 3.925
C -0.191 -3.528 2.547
C -0.671 -2.156 2.059
C 0.306 -1.011 2.443
C 1.714 -1.588 2.647
C 1.752 -2.595 3.808
P 0.277 0.293 1.122
C -1.236 1.292 1.471
C -2.520 0.455 1.509
C -3.718 1.369 1.230
C -3.539 2.755 1.882
C -2.636 2.652 3.107
C -1.215 2.226 2.696
C 1.649 1.494 1.490
C 2.939 1.141 0.733
C 3.921 2.311 0.791
C 4.093 2.880 2.220
C 3.439 1.974 3.259
C 1.941 1.828 2.979
H 0.633 -4.367 4.382
H -0.260 -2.871 4.584
H -1.032 -4.225 2.560
H 0.540 -3.939 1.845
H -1.653 -1.948 2.489
H -0.811 -2.191 0.975
H -0.020 -0.564 3.391
H 2.436 -0.796 2.839
H 2.032 -2.064 1.720
H 1.964 -2.079 4.750
H 2.582 -3.285 3.637
H -1.291 1.903 0.561
H -2.616 -0.001 2.500
H -2.491 -0.348 0.776
H -4.635 0.897 1.595
H -3.823 1.479 0.149
H -4.510 3.182 2.146
H -3.084 3.448 1.168
H -3.059 1.916 3.799
H -2.597 3.598 3.654
H -0.718 1.747 3.544
H -0.628 3.115 2.455
H 1.263 2.399 1.005
H 2.707 0.908 -0.305
H 3.392 0.238 1.147
H 3.559 3.093 0.117
H 4.883 1.987 0.387
H 3.633 3.872 2.291
H 5.152 3.021 2.454
H 3.583 2.373 4.268
H 3.923 0.993 3.244
H 1.453 2.771 3.240
H 1.518 1.082 3.655
F 0.455 2.306 -2.659
B 1.107 1.098 -2.399
F 2.468 1.214 -2.658
O 3.825 -2.810 -0.222
C 2.846 -2.220 -0.591
N 1.877 -1.621 -0.917
*
```